Density functional theory data (ωB97M-V with the def2-TZVPD basis set) for the molecule C5H8N2O at a distorted geometry.

Each line ends with the natural charge from an NBO analysis.
Atoms and positions in Å:
C  -0.715  1.770  0.476  -0.7267
C  -0.658  0.558  -0.417  0.6985
O  -1.510  0.335  -1.265  -0.5517
N  0.541  -0.256  -0.298  -0.4793
C  1.865  0.343  -0.359  -0.3974
C  0.363  -1.572  -0.007  -0.2943
C  -0.895  -1.982  0.201  0.4540
N  -1.870  -2.604  0.521  -0.6640
H  0.081  2.475  0.224  0.2368
H  -1.669  2.282  0.328  0.2415
H  -0.640  1.463  1.521  0.2344
H  2.642  -0.425  -0.336  0.2166
H  1.932  0.917  -1.288  0.2022
H  2.020  1.018  0.487  0.1895
H  1.220  -2.240  -0.006  0.2373
H  -2.705  -2.083  0.218  0.4026

Forces on the atoms, in the same order (eV/Å):
-0.3 0.1 -0.1
1.0 0.1 -1.5
0.5 -0.3 1.3
-0.6 2.7 0.0
-0.6 0.4 0.5
-1.1 -1.8 0.0
4.0 -0.7 -0.3
-2.7 1.3 1.7
0.1 -0.1 0.2
0.1 -0.1 -0.1
0.2 0.1 0.0
-0.3 0.0 -0.1
0.3 -0.1 0.1
0.3 0.0 0.0
-0.4 -0.2 -0.8
-0.4 -1.5 -1.0

Results
Spin multiplicity ... 1
Orbital gap (spin up / spin down) ... 0.263 / 0.263 hartree
ΔE to the lowest compared entry with this formula, charge and spin ... 87.0 kcal/mol
SMILES ... CC(=O)N(C)C=C=N